74
Properties=species:S:1:pos:R:3:forces:R:3 method="wB97M-V/def2-TZVPD" lumo_ev=-7.70 e_homo_ev=-14.1 largest_force_ha_per_bohr=0.045 charge=+2 energy_ev=-52144.3218 orbital_gap_ev=6.37 e_above_lowest_kcal_mol=0.0
Hg -8.33989 -18.48298 3.83010 -0.31 1.12 0.12
Hg -11.44616 -15.19462 2.93063 -0.22 -0.65 0.52
C -10.94679 -17.62663 4.15096 -0.24 -0.10 -1.99
O -10.64727 -18.78065 4.54847 -0.05 0.21 0.62
O -12.11066 -17.22347 3.84620 0.70 0.19 1.37
O -9.94345 -16.82851 3.77121 0.52 0.42 -0.29
C -13.36794 -21.08662 3.60947 0.16 -0.37 0.60
C -13.65874 -20.15291 2.46284 -0.89 0.07 0.03
O -13.80579 -18.78411 2.85357 0.14 -0.71 -0.55
O -11.98676 -21.24489 3.96188 -0.02 -0.18 -0.50
H -13.73486 -22.08515 3.36836 0.18 -0.01 -0.12
H -13.92630 -20.76942 4.49634 -0.06 0.14 -0.10
H -14.64107 -20.44343 2.08494 -0.01 0.04 -0.08
H -12.96106 -20.30213 1.62971 0.22 0.15 0.14
H -12.99391 -18.49034 3.28918 -0.35 0.06 -0.06
H -11.65271 -20.42288 4.32590 -0.24 0.30 0.10
C -11.13852 -19.51510 8.12395 -0.54 -1.23 1.86
C -12.18358 -18.49321 7.78468 -0.11 0.53 -0.75
O -12.90889 -18.80069 6.58391 0.41 0.14 0.37
O -10.12378 -19.78965 7.17543 0.18 0.71 -0.73
H -11.62750 -20.45558 8.41739 -0.15 -0.02 -0.65
H -10.69696 -19.25585 9.09587 0.38 0.44 -0.39
H -11.71800 -17.49569 7.72904 -0.07 -0.06 -0.22
H -12.93238 -18.42217 8.57121 0.16 -0.25 0.24
H -12.48466 -18.34308 5.85352 -0.20 -0.07 -0.12
H -10.43846 -19.50837 6.29625 -0.31 -0.17 0.35
C -10.41947 -14.62838 6.25475 0.26 0.18 1.17
O -11.40827 -14.37787 5.27926 0.20 -0.39 -0.17
C -12.54033 -13.72274 5.80165 -0.41 0.43 0.27
C -13.60069 -13.53121 4.70400 0.15 0.58 0.23
N -13.47778 -14.50270 3.60598 -0.40 0.52 -0.47
C -14.20285 -14.07998 2.36209 -0.78 -0.34 0.74
C -14.34927 -15.28705 1.47251 -0.52 -0.11 -0.01
O -13.04616 -15.73232 1.12696 0.19 0.13 -0.09
C -12.98836 -16.77021 0.12943 -0.02 0.02 -0.04
H -9.99484 -13.67727 6.59522 0.20 -0.13 -0.14
H -9.65508 -15.30739 5.88960 -0.04 0.20 -0.51
H -10.82278 -15.11638 7.15382 -0.33 0.08 -0.24
H -12.25292 -12.74847 6.21485 0.00 0.01 -0.17
H -12.97192 -14.26904 6.64804 0.19 -0.36 -0.19
H -13.57280 -12.52188 4.28984 0.33 -0.11 -0.14
H -14.58005 -13.59546 5.18711 -0.03 -0.20 -0.21
H -13.90807 -15.37192 3.92607 0.24 -0.16 -0.16
H -13.70071 -13.24678 1.87528 0.19 -0.02 0.10
H -15.20380 -13.75870 2.66786 0.02 0.11 -0.23
H -14.95462 -15.05686 0.58963 0.37 0.23 -0.14
H -14.93846 -16.05778 1.99261 0.44 -0.17 0.08
H -13.85283 -16.68325 -0.52723 0.01 0.00 -0.03
H -12.98304 -17.75364 0.59707 -0.06 0.04 0.12
H -12.08610 -16.60171 -0.45364 0.02 -0.05 0.02
C -6.79334 -15.56421 5.38828 -0.56 0.51 0.12
O -6.96377 -16.97460 5.33100 0.28 0.09 0.11
C -6.58483 -17.61916 6.55628 0.29 0.13 -0.54
C -6.47779 -19.10754 6.29425 0.02 0.25 0.35
N -7.66964 -19.60708 5.58364 0.26 -0.59 2.19
C -7.65302 -21.06548 5.38614 -0.46 -0.57 -1.43
C -8.73063 -21.30225 4.34822 -0.85 -0.08 0.42
O -8.31358 -20.62541 3.14650 0.27 -0.61 -0.33
C -8.66214 -21.29580 1.92779 -0.08 0.07 -0.43
H -7.10305 -15.11937 4.44368 0.21 -0.27 -0.17
H -5.76590 -15.28376 5.61686 0.06 -0.11 -0.05
H -7.46368 -15.12320 6.13722 0.24 -0.17 0.16
H -7.29927 -17.36095 7.34452 -0.11 -0.15 -0.07
H -5.59548 -17.27053 6.86904 -0.08 0.11 -0.01
H -6.35995 -19.57105 7.28019 -0.11 -0.28 -0.19
H -5.59342 -19.34892 5.70645 0.00 0.10 -0.09
H -8.45659 -19.51362 6.25232 0.17 0.40 -0.18
H -7.89208 -21.63973 6.28079 0.20 0.25 0.21
H -6.71663 -21.39394 4.93616 0.22 0.10 0.33
H -9.66634 -20.83394 4.65945 0.10 -0.11 0.14
H -9.02502 -22.34243 4.20593 0.60 -0.07 -0.41
H -8.14947 -22.25649 1.89301 -0.26 -0.10 0.10
H -8.29371 -20.70967 1.08802 0.05 0.17 0.15
H -9.74689 -21.37258 1.85424 0.02 -0.28 0.04